Here is a structure of composition C19H15OPtS3 at a distorted geometry from OMol25. Energies are from ωB97M-V with the def2-TZVPD basis set.

```
39
Properties=species:S:1:pos:R:3:forces:R:3
Pt 1.07257 0.61006 1.32274 -0.3 1.7 -0.3
C 2.93319 0.56025 2.63328 -0.1 -0.3 0.1
C 3.45472 0.78027 1.33219 0.1 0.0 0.0
C 3.23268 1.99720 0.65947 0.1 -0.2 0.0
C 2.36251 2.90356 1.23690 0.0 0.0 -0.1
C 1.78641 2.66882 2.52351 -0.3 -0.3 0.1
C 2.13003 1.54416 3.26256 0.4 -0.3 0.1
H 3.23060 -0.32598 3.17760 -0.1 0.0 0.0
H 4.09756 0.02698 0.89553 0.0 0.0 0.0
H 3.68764 2.17753 -0.30407 0.0 0.1 0.0
H 2.11966 3.82892 0.72952 0.0 0.0 0.0
H 1.12650 3.40807 2.95826 -0.1 0.0 -0.1
H 1.76750 1.37067 4.26610 0.0 0.2 0.0
O -0.66017 1.08722 0.36915 0.3 -0.1 0.1
C -0.85759 -0.11672 -0.21140 0.5 -0.4 1.2
C -2.28883 -0.38646 -0.52945 0.1 0.6 -1.2
C -3.01121 -1.62817 -0.70934 0.0 0.0 0.3
C -4.35353 -1.43417 -0.81013 0.1 -0.2 0.0
C -4.69898 -0.06240 -0.76785 0.0 0.2 0.1
S -3.42709 0.98047 -0.54997 -0.2 -0.1 0.2
C 0.06449 -1.08838 0.51707 0.3 -0.3 0.1
C 1.09447 -1.89584 -0.04457 -0.1 -0.1 -0.1
C 1.46736 -2.95643 0.76007 0.0 0.0 0.0
C 0.70663 -3.02622 1.92043 -0.1 0.0 0.0
S -0.44256 -1.81357 2.05919 0.0 -0.2 -0.2
C -0.98065 -0.04485 -1.72490 -1.1 -0.3 -0.1
C -0.85618 1.22769 -2.39318 -0.2 0.0 0.1
C -0.91140 1.12851 -3.74940 0.1 0.0 -0.1
C -1.14599 -0.19572 -4.17970 0.1 0.1 -0.1
S -1.23325 -1.31157 -2.96412 0.5 -0.1 0.1
H -2.52691 -2.59692 -0.68728 0.0 0.0 0.0
H -5.09257 -2.21831 -0.89829 0.0 0.0 0.0
H -5.70825 0.32843 -0.84600 0.0 0.0 0.0
H 1.51832 -1.70054 -1.02209 0.0 0.0 0.0
H 2.25566 -3.65719 0.52622 0.0 0.0 0.0
H 0.82094 -3.74188 2.72468 0.0 0.0 0.0
H -0.68875 2.13435 -1.82836 0.0 0.0 0.0
H -0.77716 1.94695 -4.44286 0.0 0.0 0.0
H -1.26835 -0.50880 -5.21152 0.0 0.0 0.0
```
Positions in Å, forces in eV/Å.

Summary:
HOMO energy in Eh: -0.651
Charge: +3
Relative energy (zero: lowest compared OMol25 entry of this formula, charge and spin) in eV: 0.620
Gap between HOMO and LUMO in eV: 5.5
LUMO level in eV: -12.25